Entry 1:
DFT (wB97M-V/def2-TZVPD) results for a structure of composition C48H55EuFN5O8P.

Output
E_HOMO (eV): -3.3
Gap between HOMO and LUMO (eV): 1.21
LUMO level (hartree): -0.07811
Charge: 0
2S+1: 8
Molecular weight (g/mol): 1031.9
Energy relative to the best compared isomer or geometry (same formula, charge and spin) (kJ/mol): 0.0

Last column: Löwdin charge in e.
Atoms and positions in Å:
Eu: 16.026475 12.811783 16.756027  1.670
C: 12.239373 18.191184 19.260764  -0.257
C: 12.608297 18.546384 20.601510  -0.263
C: 12.730223 17.360695 21.407029  -0.257
C: 12.569436 16.253962 20.550531  -0.256
C: 12.251267 16.766759 19.199740  -0.267
C: 12.271232 15.879199 17.995596  -0.116
C: 12.704482 14.814358 20.914601  -0.079
C: 13.083174 17.317211 22.888202  -0.088
C: 12.839805 19.970287 21.066174  -0.103
C: 12.009510 19.173168 18.142776  -0.097
H: 11.679908 16.319177 17.169460  0.053
H: 11.756333 15.009475 18.414364  0.050
H: 13.353446 15.580456 17.626007  0.072
H: 12.840784 14.312219 19.930472  0.062
H: 11.891685 14.397990 21.445757  0.047
H: 13.570442 14.633579 21.505094  0.044
H: 13.145662 18.311658 23.339621  0.042
H: 14.003787 16.765000 23.158831  0.049
H: 12.232354 16.864776 23.532619  0.083
H: 13.182055 20.601334 20.142341  0.078
H: 13.594270 20.074575 21.816067  0.027
H: 11.922010 20.463935 21.543228  0.074
H: 11.993818 18.644730 17.205122  0.038
H: 12.859191 19.883718 18.067600  0.055
H: 11.172724 19.863883 18.216745  0.056
O: 15.270677 11.203335 18.209298  -0.137
C: 15.374172 10.285887 17.387217  -0.711
O: 16.025910 10.392045 16.312310  -0.144
C: 14.890017 8.955224 17.818209  -0.132
C: 14.603999 8.851549 19.172788  -0.001
C: 14.084833 7.640735 19.745616  -0.082
C: 13.832700 6.576163 18.966996  -0.105
C: 14.084399 6.688519 17.589511  -0.106
C: 14.422966 7.906590 16.953528  -0.260
P: 14.485617 8.106768 15.076254  1.137
C: 12.696366 7.832744 14.897125  -0.394
C: 11.976592 6.734283 15.189535  -0.127
C: 10.663349 6.516917 14.810951  -0.074
C: 9.972076 7.579979 14.180428  -0.083
C: 10.701837 8.753098 13.894672  -0.102
C: 12.064982 8.944077 14.246142  -0.076
C: 15.241071 6.515996 14.614195  -0.395
C: 16.380179 6.050123 15.428199  -0.084
C: 17.013561 4.897109 15.086901  -0.106
C: 16.627897 4.211106 13.896831  -0.081
C: 15.708965 4.834415 13.044731  -0.098
C: 14.910600 5.915360 13.458235  -0.130
H: 14.841906 9.619308 19.894175  0.113
H: 14.070419 7.586660 20.846099  0.110
H: 13.431088 5.623386 19.325171  0.108
H: 13.986082 5.800964 16.925640  0.099
H: 12.378101 5.807997 15.630431  0.109
H: 10.178606 5.568925 14.965589  0.097
H: 8.902216 7.496984 13.936018  0.097
H: 10.168104 9.599794 13.537949  0.062
H: 12.643819 9.830183 13.917417  0.085
H: 16.582342 6.494482 16.441034  0.121
H: 17.652125 4.386497 15.835121  0.111
H: 16.988366 3.205240 13.671301  0.097
H: 15.552044 4.348451 12.122478  0.078
H: 14.018795 6.081611 12.798553  0.127
C: 17.250148 15.799642 20.732061  0.014
O: 16.784740 16.474940 19.483063  -0.031
C: 16.282575 15.682255 18.527292  -0.535
O: 16.062665 14.448507 18.720000  -0.073
N: 16.277896 16.384845 17.368638  0.020
N: 16.269816 15.637191 16.154117  0.042
H: 18.093982 16.412682 21.109048  0.096
H: 17.595634 14.788675 20.528317  0.081
H: 16.442557 15.744713 21.474872  0.094
H: 16.862061 17.221139 17.554082  0.175
H: 16.923606 16.129329 15.567883  0.090
H: 15.343982 15.755759 15.668030  0.111
F: 10.074201 12.428142 12.750960  0.025
C: 11.282449 12.929665 12.300470  -0.171
C: 12.357227 12.869959 13.169977  0.084
C: 13.567213 13.484471 12.882105  -0.054
C: 14.686219 13.346316 13.748064  -0.297
O: 14.558187 12.768126 14.895520  -0.123
C: 15.878268 13.907199 13.277130  -0.022
C: 15.960860 14.642238 12.087667  0.076
N: 14.835585 14.927180 11.316321  0.019
C: 15.038511 15.540446 10.002841  -0.251
C: 16.374402 16.346079 9.784179  -0.054
C: 16.078290 14.936085 9.163518  -0.104
C: 13.676436 14.242610 11.661557  -0.108
C: 12.624834 14.227424 10.757506  0.076
C: 11.382368 13.580193 11.061828  -0.135
N: 10.251305 13.799428 10.216547  -0.125
C: 10.103644 13.201931 8.908603  -0.151
C: 9.137205 12.002992 8.897420  -0.065
N: 7.904450 12.452888 9.696540  0.068
C: 7.874826 13.973547 9.941331  -0.083
C: 9.086240 14.461616 10.719513  -0.135
C: 17.250860 13.863795 13.957629  -0.645
O: 18.075630 14.710197 13.490826  -0.046
O: 17.418348 13.089923 14.905122  -0.138
H: 12.264634 12.425205 14.191653  0.159
H: 16.904813 15.094378 11.720650  0.126
H: 14.198847 15.904011 9.380254  0.139
H: 17.169550 16.458380 10.488599  0.086
H: 16.179189 17.132403 9.008924  0.111
H: 16.758585 14.178701 9.653890  0.133
H: 16.106385 15.067900 8.079344  0.102
H: 12.663916 14.764380 9.791060  0.118
H: 11.039913 12.886046 8.457020  0.138
H: 9.672119 13.914944 8.177543  0.127
H: 9.528580 11.069337 9.270967  0.126
H: 8.695718 11.787613 7.861048  0.153
H: 7.784069 11.965641 10.606821  0.191
H: 7.023861 12.331122 9.130459  0.192
H: 6.924704 14.173213 10.473830  0.151
H: 7.850161 14.366862 8.974109  0.102
H: 8.953542 14.216304 11.818666  0.147
H: 9.293400 15.532345 10.592702  0.143
O: 18.776728 12.885665 17.380124  -0.119
H: 18.994363 12.716821 16.451968  0.023
H: 19.272360 12.179883 17.893127  0.086

Forces on atoms 1 to 6 (eV/Å):
Eu 0.660 1.248 0.588
C 0.626 -0.440 1.426
C -0.420 -0.129 0.170
C 0.537 0.608 -0.699
C -0.687 1.517 -1.283
C 0.973 0.378 1.788

***

Entry 2:
DFT (wB97M-V/def2-TZVPD) results for a cluster of 7 separate species, C48H55F6IN3O4P2 in total.

Output
E_HOMO (eV): -10.3
Gap between HOMO and LUMO (eV): 6.74
LUMO level (hartree): -0.13265
Charge: +1
Molecular weight (g/mol): 1040.8

Last column: Löwdin charge in e.
Atoms and positions in Å:
C: 5.509156 -1.255154 -1.008080  -0.068
C: 4.459440 -0.098667 -1.099593  -0.219
C: 3.484595 -0.220954 -2.318152  -0.149
N: 2.321666 -1.076204 -2.030854  -0.011
C: 1.285198 -0.765082 -1.146854  -0.371
P: 0.897553 0.713914 -0.078003  0.995
C: -0.684803 1.420287 -0.842637  -0.264
C: 2.181655 2.071656 -0.224724  -0.429
C: 1.432799 3.473687 -0.089768  -0.156
N: 0.392179 -1.757985 -1.078374  0.145
N: 0.844074 -2.690074 -1.939296  -0.049
C: 0.093785 -3.949902 -2.187089  -0.207
O: -1.162085 -3.965495 -1.588536  -0.066
C: -2.131547 -3.227224 -2.348616  -0.238
O: -3.339200 -3.207877 -1.650137  -0.085
C: -3.207281 -2.503841 -0.403664  -0.165
C: -4.584698 -1.822737 -0.127612  -0.217
O: -4.664812 -0.710791 -1.023677  -0.083
C: 1.992891 -2.308098 -2.529855  -0.349
P: 3.095528 -3.114576 -3.818985  0.538
O: 2.514639 -2.485700 -5.263378  -0.367
I: 2.692557 -5.519940 -3.964298  0.537
H: 6.133695 -1.049221 -0.109686  0.070
H: 4.987276 -2.236105 -0.930128  0.079
H: 6.120411 -1.206889 -1.937100  0.051
H: 4.911555 0.916759 -1.130911  0.114
H: 3.817859 -0.120400 -0.179230  0.097
H: 3.159540 0.746674 -2.752817  0.131
H: 4.062148 -0.730418 -3.132317  0.090
H: -0.394103 1.777880 -1.862748  0.051
H: -1.373687 0.561988 -1.016552  0.024
H: -1.125628 2.218685 -0.220483  0.044
H: 2.720187 2.115708 -1.191344  0.054
H: 2.878991 2.012591 0.637021  0.073
H: 0.548247 3.428437 0.574811  0.059
H: 1.158180 3.769459 -1.131272  0.078
H: 2.127511 4.264205 0.272325  0.079
H: 0.653230 -4.855161 -1.862057  0.103
H: -0.055341 -4.028195 -3.297314  0.118
H: -2.351326 -3.676259 -3.347226  0.154
H: -1.771070 -2.174007 -2.474252  0.131
H: -2.465235 -1.673438 -0.503636  0.107
H: -2.921940 -3.169203 0.439269  0.136
H: -4.728067 -1.559019 0.943995  0.123
H: -5.379340 -2.548738 -0.436841  0.130
H: -5.591824 -0.446649 -1.136428  0.080
H: 1.565538 -2.275195 -5.205921  0.060
F: 6.507169 0.718872 -3.646597  0.043
C: 6.915328 0.077467 -4.764481  -0.286
C: 7.077563 0.798186 -5.932152  -0.015
C: 7.500916 0.143013 -7.080519  -0.071
C: 7.746398 -1.224663 -7.049735  -0.087
C: 7.574576 -1.937231 -5.870393  -0.078
C: 7.161439 -1.282506 -4.717211  -0.030
H: 6.873883 1.861715 -5.938741  0.120
H: 7.639007 0.698473 -7.999470  0.110
H: 8.072699 -1.734674 -7.947748  0.106
H: 7.762466 -3.003500 -5.847840  0.108
H: 7.031376 -1.821282 -3.787251  0.098
F: -7.886942 -0.716592 0.084004  0.039
C: -8.048345 -0.522925 1.411200  -0.307
C: -8.798044 -1.425276 2.142752  -0.011
C: -8.958917 -1.227365 3.508130  -0.069
C: -8.377974 -0.125992 4.124144  -0.088
C: -7.630945 0.775765 3.377398  -0.071
C: -7.459996 0.574509 2.014122  -0.033
H: -9.250458 -2.274039 1.644793  0.119
H: -9.538056 -1.932407 4.091404  0.096
H: -8.507842 0.028627 5.185001  0.090
H: -7.181124 1.636479 3.856529  0.109
H: -6.873459 1.263653 1.418590  0.120
F: 7.390226 0.780981 0.909964  0.025
C: 8.490606 0.204662 1.442215  -0.296
C: 8.598676 0.093436 2.815157  -0.017
C: 9.727947 -0.503287 3.359658  -0.075
C: 10.736889 -0.970444 2.525678  -0.088
C: 10.615623 -0.846806 1.147334  -0.076
C: 9.482365 -0.260079 0.599931  -0.022
H: 7.805569 0.470990 3.448625  0.118
H: 9.821637 -0.603341 4.433608  0.109
H: 11.619128 -1.431704 2.952269  0.105
H: 11.403861 -1.207116 0.498262  0.108
H: 9.365908 -0.162209 -0.472610  0.117
F: 9.634501 6.986082 -1.812134  0.066
C: 8.996910 5.944149 -1.255127  -0.288
C: 7.646297 5.770666 -1.495379  -0.019
C: 6.989003 4.689897 -0.922795  -0.088
C: 7.686273 3.803432 -0.110116  -0.099
C: 9.042129 3.993403 0.126314  -0.076
C: 9.704358 5.067039 -0.453618  -0.011
H: 7.118896 6.476556 -2.124662  0.117
H: 5.932437 4.539159 -1.109853  0.096
H: 7.172001 2.964532 0.338833  0.077
H: 9.584211 3.304565 0.763191  0.104
H: 10.762286 5.226411 -0.287921  0.120
F: -10.796266 4.910554 1.945298  0.063
C: -10.415676 4.248922 0.839214  -0.287
C: -10.254626 4.945089 -0.344666  -0.018
C: -9.856618 4.260729 -1.485447  -0.084
C: -9.634913 2.889185 -1.431396  -0.095
C: -9.805425 2.201926 -0.235902  -0.083
C: -10.192931 2.886737 0.908109  -0.014
H: -10.439902 6.011567 -0.368936  0.117
H: -9.719993 4.796294 -2.416714  0.104
H: -9.328573 2.356202 -2.323696  0.100
H: -9.636832 1.133430 -0.195145  0.090
H: -10.322459 2.368923 1.850677  0.117
F: -8.227125 -1.586247 6.633937  0.043
C: -8.879032 -2.616108 7.209493  -0.282
C: -10.234565 -2.768141 6.984929  -0.025
C: -10.904673 -3.832113 7.573931  -0.079
C: -10.214196 -4.722667 8.386824  -0.093
C: -8.852837 -4.553974 8.607137  -0.080
C: -8.178319 -3.497160 8.010782  -0.017
H: -10.757346 -2.058713 6.354959  0.114
H: -11.964915 -3.966191 7.399746  0.107
H: -10.739200 -5.549660 8.849144  0.103
H: -8.316117 -5.245950 9.244049  0.106
H: -7.116013 -3.354647 8.163951  0.117

Forces on atoms 1 to 6 (eV/Å):
C -0.519 1.013 -0.285
C -0.926 -0.097 0.475
C 1.614 -0.347 -0.827
N -1.864 -0.749 0.672
C -0.557 0.254 -0.251
P -0.335 0.279 1.196